(1)
C4H4O2 | ωB97M-V/def2-TZVPD

```
10
C4H4O2 ωB97M-V/def2-TZVPD
C 1.05944 -1.32646 -0.67397
C -1.70729 0.35650 1.09085
C -0.59484 0.34456 1.53033
C 0.63300 -0.17368 -1.09831
O 1.39802 -2.40268 -0.37885
O 1.20325 1.04674 -0.79363
H -2.67842 0.32651 0.69041
H 0.51315 1.65996 -0.51136
H 0.37204 0.36372 1.94132
H -0.19836 -0.19518 -1.79679
```

As for the HOMO energy: -8.5573 eV. The molar mass comes out at 84.074 g mol⁻¹. Its charge is 0. The structure (SMILES) is O=C=CO.C#C. The relative energy (zero: lowest compared OMol25 entry of this formula, charge and spin) comes out at 81.5 kcal/mol. Its frontier orbital gap is 9.03 eV. The value obtained for the total energy is -305.14951 hartree. The multiplicity is 1. The calculation puts the LUMO energy at 0.0175 Ha. Its maximum force is 1.23 eV/Å.

The net atomic charges from natural (NBO), expressed in e, are: 0.642 -0.241 -0.232 -0.207 -0.444 -0.686 0.233 0.484 0.236 0.214


(2)
C4H4O2 | ωB97M-V/def2-TZVPD

```
10
C4H4O2 ωB97M-V/def2-TZVPD
C 0.77980 -1.20221 0.17849
C 0.38456 -0.22030 0.80523
C -0.39522 -0.50531 -2.23401
C -0.18239 0.92069 1.44612
O -1.27699 -1.13007 -1.96937
O 0.45777 0.18455 -2.55282
H 1.26992 -1.93305 -0.27152
H 0.25535 1.36598 2.38210
H -1.23465 0.84849 1.58440
H -0.05814 1.67123 0.63138
```

As for the HOMO energy: -9.9858 eV. The molar mass comes out at 84.074 g mol⁻¹. Its charge is 0. The structure (SMILES) is O=C=O.C#CC. The relative energy (zero: lowest compared OMol25 entry of this formula, charge and spin) comes out at 24.0 kcal/mol. Its frontier orbital gap is 10.70 eV. The value obtained for the total energy is -305.24123 hartree. The multiplicity is 1. The calculation puts the LUMO energy at 0.0261 Ha. Its maximum force is 6.92 eV/Å.

The net atomic charges from natural (NBO), expressed in e, are: -0.271 0.029 1.024 -0.706 -0.499 -0.528 0.215 0.248 0.242 0.246